Entry from the Open Molecules 2025 dataset: a cluster of 2 separate species, C3H10N2 in total in a non-equilibrium geometry (the ωB97M-V functional and the def2-TZVPD basis).

The geometry in XYZ format:
```
15
Properties=species:S:1:pos:R:3:forces:R:3
C 2.0595 -1.1770 -0.6219 -0.4 0.0 0.1
N 1.2805 -0.2730 -0.1984 1.5 1.7 -1.3
C 1.8663 0.6340 0.8178 -0.7 -1.3 1.1
H 2.0059 -1.4637 -1.6717 -0.7 -0.9 0.3
H 2.8068 -1.6677 0.0097 0.7 0.5 -0.2
H 2.9621 0.7152 0.8283 -0.2 -0.4 -0.2
H 1.5341 0.2036 1.7648 0.1 0.6 0.5
H 1.4960 1.6495 0.7052 -0.4 -0.2 -0.1
C -2.3812 0.2428 -0.7715 -1.2 0.6 -0.8
N -2.2550 0.4613 0.6687 0.6 -0.6 -0.1
H -2.1019 1.1339 -1.3561 0.1 -0.2 0.4
H -3.4571 0.0977 -0.9792 0.4 0.1 0.0
H -1.8825 -0.6036 -1.2381 0.4 -0.3 0.3
H -2.6624 -0.3507 1.1232 -0.1 0.1 0.1
H -1.2710 0.3979 0.9194 0.0 0.2 -0.1
```
Positions in Å, forces in eV/Å.

HOMO energy	-9.24	eV
SMILES	C=NC.CN
energy	-6251.393	eV
multiplicity	1

Entry from the Open Molecules 2025 dataset: the molecule CH4O2SSi in a non-equilibrium geometry (the ωB97M-V functional and the def2-TZVPD basis).

The geometry in XYZ format:
```
9
Properties=species:S:1:pos:R:3:forces:R:3
O 0.7047 2.8745 0.4882 -0.1 -1.3 -0.3
S 0.1647 1.5252 0.4440 -2.5 -0.4 2.2
O -0.7398 1.0946 1.5661 2.0 1.0 -2.3
C 0.2145 0.5308 -0.8097 -1.0 -2.3 1.9
Si -0.3840 -1.5989 -0.1847 2.4 4.7 -0.1
H 1.0902 0.6941 -1.3636 0.9 0.4 -1.3
H -1.6295 -1.2497 0.3209 -1.8 -0.3 0.4
H 0.6444 -1.4671 0.8299 0.2 -0.9 0.4
H -0.0652 -2.4036 -1.2909 -0.1 -1.0 -1.0
```
Positions in Å, forces in eV/Å.

HOMO energy	-9.66	eV
SMILES	O=S(=O)=C[SiH3]
energy	-23905.533	eV
multiplicity	1

Entry from the Open Molecules 2025 dataset: a structure of composition C14H20MnN2O6 (the ωB97M-V functional and the def2-TZVPD basis).

The geometry in XYZ format:
```
43
Properties=species:S:1:pos:R:3:forces:R:3
Mn -0.3501 0.0877 0.4998 -0.4 0.3 -0.5
O -1.9441 2.8968 -1.8140 0.1 -0.1 0.0
C -1.8619 1.8001 -1.2992 -0.4 0.1 0.4
O -0.7704 1.1141 -1.1448 0.5 -0.1 -0.3
C -3.1533 1.0968 -0.8025 0.4 0.0 -0.2
C -3.0932 -0.4012 -1.1437 -0.3 0.2 -0.1
C -4.4857 -1.0350 -1.0240 0.1 0.0 0.0
C -4.6550 -1.1358 0.5117 0.1 0.0 0.0
C -3.3566 -0.4848 0.9955 -0.4 0.1 0.0
O -2.4057 -0.9489 0.0052 0.4 -0.1 0.3
C -3.4059 1.0364 0.7447 0.2 0.1 0.3
C -2.4261 1.7768 1.6922 -0.4 0.1 -0.5
O -2.8275 2.7309 2.3254 0.2 -0.1 0.0
O -1.2308 1.2715 1.7567 0.2 0.0 0.5
H -3.9765 1.6027 -1.3008 -0.1 0.0 0.0
H -2.5499 -0.6351 -2.0545 0.1 0.0 0.1
H -5.2444 -0.4143 -1.4968 0.0 0.0 0.0
H -4.5020 -2.0172 -1.4947 0.0 0.0 0.0
H -5.5351 -0.6176 0.8867 0.0 0.0 0.0
H -4.6962 -2.1744 0.8389 0.0 0.0 0.0
H -3.0320 -0.7739 1.9923 0.1 0.0 -0.1
H -4.3853 1.4438 0.9839 -0.1 -0.1 -0.1
C 4.5448 -0.8606 1.5557 0.0 0.1 -0.1
N 3.4353 -1.4854 0.8340 0.1 -0.3 0.0
C 3.7622 -1.8393 -0.5708 0.0 0.2 -0.2
C 3.7313 -0.6066 -1.4875 -0.1 0.0 0.1
C 2.4108 0.1543 -1.3212 0.2 0.0 -0.2
N 2.1139 0.4600 0.1062 -0.4 -0.2 0.0
C 2.8360 1.6143 0.6469 0.1 0.0 0.1
C 2.2169 -0.8068 0.7653 0.0 0.3 -0.1
O 1.1625 -1.3532 1.0295 0.1 -0.3 0.3
H 5.2600 -1.6481 1.7891 0.0 0.0 0.1
H 4.1881 -0.4335 2.4908 0.0 0.0 0.0
H 5.0663 -0.0858 0.9868 0.0 0.0 0.0
H 3.0285 -2.5751 -0.9077 0.0 0.0 0.0
H 4.7440 -2.3104 -0.5701 0.0 -0.1 0.0
H 3.8279 -0.9197 -2.5279 0.0 0.0 0.0
H 4.5781 0.0473 -1.2682 0.0 0.0 0.0
H 1.5802 -0.4403 -1.7105 0.0 0.0 0.0
H 2.4118 1.0954 -1.8680 -0.1 0.0 0.0
H 2.3991 2.5102 0.2099 0.0 0.0 0.0
H 3.9075 1.6039 0.4355 0.0 0.0 0.0
H 2.6823 1.6601 1.7244 0.0 0.0 0.0
```
Positions in Å, forces in eV/Å.

HOMO energy (alpha / beta)	-8.49 / -8.54	eV
energy	-61429.323	eV
multiplicity	6

Entry from the Open Molecules 2025 dataset: the molecule C5H8N2O in a non-equilibrium geometry (the ωB97M-V functional and the def2-TZVPD basis).

The geometry in XYZ format:
```
16
Properties=species:S:1:pos:R:3:forces:R:3
C 0.2360 1.7593 0.6836 -1.6 2.5 0.7
N 1.0431 1.4813 -0.2495 0.9 -0.1 -0.4
N 1.2818 0.3721 -1.1129 0.1 0.0 0.3
C 0.8336 -0.8322 -1.1654 -0.3 -0.2 -0.5
C -0.2065 -1.8948 -0.5868 0.2 0.9 -1.2
O -1.1681 -1.4649 0.3249 -1.3 0.1 1.2
C -0.6657 -0.1725 0.6577 0.6 -1.6 -1.6
C -1.0417 1.0623 1.3235 0.0 1.5 -1.1
H 0.3494 2.8460 0.9806 0.1 -1.2 0.1
H 1.3353 -1.2631 -2.0279 0.0 -0.7 0.0
H 0.3980 -2.6502 -0.1236 0.5 -0.8 0.0
H -0.7384 -2.2727 -1.4916 0.5 0.0 0.5
H 0.3029 -0.3904 1.1424 0.0 0.0 -0.6
H -0.6086 0.1980 -0.3794 0.1 0.0 1.1
H -0.9560 1.1391 2.3706 0.0 -0.1 1.4
H -1.9466 1.6071 0.9904 0.4 -0.3 0.0
```
Positions in Å, forces in eV/Å.

HOMO energy	-8.88	eV
SMILES	C1=N\N=C/COCC/1
energy	-10335.965	eV
multiplicity	1

Entry from the Open Molecules 2025 dataset: a structure of composition C9H22ClI2IrN3OP in a non-equilibrium geometry (the ωB97M-V functional and the def2-TZVPD basis).

The geometry in XYZ format:
```
40
Properties=species:S:1:pos:R:3:forces:R:3
I 1.2704 -0.0935 -4.5800 0.1 0.1 -0.1
I -1.2471 -4.2232 -2.5434 -0.1 -0.2 0.0
Ir 0.1144 -0.3149 0.2834 2.1 -0.5 3.6
P -1.6313 0.1725 -1.0184 -3.0 2.1 -1.1
C -2.1551 -0.3742 -2.6494 1.1 -0.8 -1.4
C -3.1056 -0.2632 -0.0709 0.2 0.1 0.3
H -1.2997 2.4689 -0.2286 -0.1 -0.1 -0.2
H -2.4021 2.4097 -1.6269 -0.2 0.0 -0.1
H -0.6546 2.2330 -1.8764 -0.2 -0.1 0.1
C -1.4902 2.0012 -1.2029 0.4 -0.4 0.3
H -3.0933 0.2164 0.8965 -0.1 0.1 0.3
H -3.9851 0.0170 -0.6369 -0.2 0.1 -0.1
H -3.1347 0.0603 -2.9048 0.3 0.1 0.4
H -2.2517 -1.4757 -2.7131 0.0 0.5 0.2
H -3.0959 -1.3404 0.0669 -0.1 -0.2 0.0
H -1.4340 -0.0798 -3.4538 -0.5 -0.2 0.7
C 0.7506 -1.3112 -1.1053 1.8 -2.7 -3.5
O 1.2178 -1.9741 -1.9238 -1.1 1.6 2.2
Cl -0.6982 -0.0939 2.4965 0.0 0.0 -1.4
C 2.7454 -1.9857 3.4247 -0.7 -0.6 -0.6
N 3.1533 -0.6217 3.1977 -0.8 1.6 -1.9
C 4.5473 -0.3098 3.5577 -0.1 0.0 0.5
C 2.5092 0.1194 2.1979 2.5 0.7 3.2
N 1.9755 -0.5193 1.1749 -1.2 -0.7 -2.2
N 2.4897 1.4538 2.3129 -0.6 -1.5 0.4
C 2.5488 2.0820 3.6351 0.6 0.6 0.6
C 2.2364 2.2869 1.1557 -0.2 0.3 0.1
H 2.8151 -2.1683 4.4923 0.1 -0.3 0.1
H 3.3799 -2.7026 2.8625 -0.3 0.2 0.4
H 1.6793 -2.0854 3.1162 0.8 -0.1 0.3
H 4.7743 0.7413 3.3736 0.0 -0.3 0.0
H 4.6722 -0.5418 4.6240 0.1 0.2 -0.3
H 5.2366 -0.9494 2.9904 -0.2 0.2 0.0
H 2.5666 -1.2741 0.8180 -0.2 0.1 0.3
H 3.5898 2.3980 3.8835 -0.8 -0.2 -0.2
H 1.9224 2.9900 3.6148 0.2 -0.4 0.0
H 2.1817 1.4000 4.4254 0.2 0.3 -0.6
H 2.5696 1.7562 0.2737 0.1 0.1 -0.3
H 1.1604 2.5034 1.0617 0.3 0.2 0.1
H 2.8218 3.2034 1.2836 -0.3 -0.1 -0.2
```
Positions in Å, forces in eV/Å.

net charge	+2
HOMO energy (alpha / beta)	-15.38 / -15.03	eV
energy	-57042.046	eV
multiplicity	5

Entry from the Open Molecules 2025 dataset: a structure of composition C3H3FeO3 in a non-equilibrium geometry (the ωB97M-V functional and the def2-TZVPD basis).

The geometry in XYZ format:
```
10
Properties=species:S:1:pos:R:3:forces:R:3
C -0.1872 1.7533 0.1092 0.2 -0.4 0.0
C 0.7375 0.7864 0.0838 0.0 1.2 -0.1
O 0.5064 -0.5329 0.2028 -0.3 -0.3 -0.2
Fe 1.4049 -2.1086 0.9198 0.0 -0.1 0.0
H -1.2484 1.5327 0.2303 0.3 0.1 0.0
H 0.1288 2.7896 -0.0113 -0.1 -0.4 0.0
H 1.7982 1.0333 -0.0544 -0.3 0.0 0.0
O -0.4318 -2.6460 -0.0860 0.5 0.1 -0.4
C -0.8873 -1.5970 -0.4918 -2.0 0.0 0.6
O -1.8210 -1.0110 -0.9023 1.7 -0.1 0.0
```
Positions in Å, forces in eV/Å.

HOMO energy (alpha / beta)	-7.59 / -9.25	eV
energy	-43686.538	eV
multiplicity	6

Copy entry 2 word for word.
Entry from the Open Molecules 2025 dataset: the molecule CH4O2SSi in a non-equilibrium geometry (the ωB97M-V functional and the def2-TZVPD basis).

The geometry in XYZ format:
```
9
Properties=species:S:1:pos:R:3:forces:R:3
O 0.7047 2.8745 0.4882 -0.1 -1.3 -0.3
S 0.1647 1.5252 0.4440 -2.5 -0.4 2.2
O -0.7398 1.0946 1.5661 2.0 1.0 -2.3
C 0.2145 0.5308 -0.8097 -1.0 -2.3 1.9
Si -0.3840 -1.5989 -0.1847 2.4 4.7 -0.1
H 1.0902 0.6941 -1.3636 0.9 0.4 -1.3
H -1.6295 -1.2497 0.3209 -1.8 -0.3 0.4
H 0.6444 -1.4671 0.8299 0.2 -0.9 0.4
H -0.0652 -2.4036 -1.2909 -0.1 -1.0 -1.0
```
Positions in Å, forces in eV/Å.

HOMO energy	-9.66	eV
SMILES	O=S(=O)=C[SiH3]
energy	-23905.533	eV
multiplicity	1

- Which of these has the lowest energy?
  C14H20MnN2O6

- What is the multiplicity in the third record?
  6